Entry 1:
DFT (ωB97M-V/def2-TZVPD) results for C3H5N3 in the gas phase.

Energy above the lowest of the compared OMol25 structures with the same formula, charge and spin: 0.879 eV
M: 83.09 g/mol
HOMO level: -0.355 Eh
Calculated total energy: -7661.57650 eV
Structure (SMILES): [H]/N=C(\C#N)NC
Total charge: 0
LUMO energy: 0.667 eV

Element x y z (Å)
C1 1.51 -0.48 0.12
N1 0.45 0.43 0.52
C2 -0.82 0.46 0.02
N2 -1.51 1.54 0.07
C3 -1.37 -0.79 -0.50
N3 -1.89 -1.73 -0.92
H1 1.10 -1.47 -0.07
H2 2.05 -0.13 -0.77
H3 2.22 -0.56 0.95
H4 0.73 1.35 0.82
H5 -2.47 1.39 -0.24

Entry 2:
DFT (ωB97M-V/def2-TZVPD) results for 2 unconnected molecules or ions with the total composition C3H5N3.

Energy above the lowest of the compared OMol25 structures with the same formula, charge and spin: 5.045 eV
M: 83.09 g/mol
HOMO level: -0.331 Eh
Calculated total energy: -7657.41017 eV
Total charge: 0
LUMO energy: -0.516 eV

Element x y z (Å)
C1 -1.66 -0.42 -0.07
N1 -0.28 0.05 -0.01
C2 1.51 1.81 0.09
N2 2.45 1.13 0.13
N3 1.96 -0.90 0.06
C3 0.70 -0.75 0.02
H1 -1.85 -1.08 -0.93
H2 -2.31 0.46 -0.18
H3 -1.96 -0.94 0.84
H4 0.72 2.52 0.06
H5 0.71 -1.90 0.00

Entry 3:
DFT (ωB97M-V/def2-TZVPD) results for C3H5N3 in the gas phase.

Energy above the lowest of the compared OMol25 structures with the same formula, charge and spin: 0.954 eV
M: 83.09 g/mol
HOMO level: -0.350 Eh
Calculated total energy: -7661.50109 eV
Structure (SMILES): Cc1c[nH]nn1
Total charge: 0
LUMO energy: 0.884 eV

Element x y z (Å)
C1 1.12 -1.10 -0.70
C2 0.22 -0.19 0.08
N1 0.36 -0.01 1.42
N2 -0.53 0.83 1.85
N3 -1.26 1.20 0.79
C3 -0.83 0.59 -0.34
H1 0.73 -1.27 -1.71
H2 2.13 -0.68 -0.78
H3 1.21 -2.07 -0.20
H4 -2.00 1.87 0.91
H5 -1.29 0.74 -1.31

Entry 4:
DFT (ωB97M-V/def2-TZVPD) results for C3H5N3 in the gas phase.

Energy above the lowest of the compared OMol25 structures with the same formula, charge and spin: 1.034 eV
M: 83.09 g/mol
HOMO level: -0.305 Eh
Calculated total energy: -7661.42163 eV
Structure (SMILES): Nc1ccn[nH]1
Total charge: 0
LUMO energy: 0.802 eV

Element x y z (Å)
N1 -1.81 -0.22 0.12
C1 -0.45 0.07 0.16
C2 0.52 -0.89 0.25
C3 1.73 -0.23 -0.04
N2 1.57 1.08 -0.20
N3 0.17 1.26 -0.01
H1 -1.93 -1.02 -0.47
H2 -2.46 0.51 -0.13
H3 0.36 -1.88 0.64
H4 2.67 -0.78 -0.16
H5 -0.37 2.10 -0.17

Entry 5:
DFT (ωB97M-V/def2-TZVPD) results for a molecular structure, C3H5N3.

Energy above the lowest of the compared OMol25 structures with the same formula, charge and spin: 4.197 eV
M: 83.09 g/mol
HOMO level: -0.315 Eh
Calculated total energy: -7658.25884 eV
Total charge: 0
LUMO energy: 1.139 eV

Element x y z (Å)
N1 1.87 -0.20 0.48
C1 0.52 -0.01 0.14
C2 0.07 0.41 -1.09
N2 -1.41 0.18 -0.88
N3 -1.77 -0.12 0.40
C3 -0.59 -0.23 1.00
H1 2.11 0.17 1.39
H2 2.49 0.18 -0.23
H3 -0.61 -0.47 -1.77
H4 -2.12 0.59 -1.48
H5 -0.56 -0.50 2.05

Entry 6:
DFT (ωB97M-V/def2-TZVPD) results for C3H5N3 in the gas phase.

Energy above the lowest of the compared OMol25 structures with the same formula, charge and spin: 1.061 eV
M: 83.09 g/mol
HOMO level: -0.363 Eh
Calculated total energy: -7661.39432 eV
Structure (SMILES): Cn1cnnc1
Total charge: 0
LUMO energy: 0.690 eV

Element x y z (Å)
C1 -1.41 -0.20 -0.08
N1 0.02 0.04 -0.18
C2 0.67 1.16 0.25
N2 1.92 0.88 0.51
N3 2.12 -0.45 0.21
C3 0.98 -0.91 -0.22
H1 -1.61 -1.27 -0.03
H2 -1.80 0.26 -0.97
H3 -1.79 0.23 0.86
H4 0.21 2.14 0.29
H5 0.77 -1.89 -0.64

Q: Among the records above, which one has the lowest LUMO energy?
A: number 2